{
  "formula": "C20H21N6OsSSeTe",
  "method": "ωB97M-V/def2-TZVPD",
  "elements": ["Os", "S", "C", "C", "C", "C", "C", "C", "N", "C", "C", "C", "C", "C", "C", "C", "H", "H", "H", "H", "H", "H", "H", "H", "C", "Te", "C", "H", "H", "H", "H", "H", "H", "N", "N", "H", "H", "H", "H", "Se", "N", "C", "C", "C", "C", "N", "C", "N", "H", "H", "H"],
  "coordinates": [[0.71258, -0.41963, -0.58664], [-2.49588, -2.01643, 2.24090], [-3.02885, -0.43686, 1.82303], [-4.19833, 0.19189, 2.23540], [-4.43712, 1.46339, 1.76525], [-3.52522, 2.10757, 0.89597], [-2.37019, 1.49770, 0.49354], [-2.09360, 0.19340, 0.95583], [-1.00195, -0.57696, 0.67993], [-1.09692, -1.78355, 1.27560], [-0.09989, -2.74401, 1.01177], [-0.09553, -4.04397, 1.54453], [0.95635, -4.87647, 1.25430], [2.02317, -4.43046, 0.42954], [2.03509, -3.16202, -0.08764], [0.95731, -2.27313, 0.14564], [-4.89803, -0.30017, 2.89729], [-5.33682, 1.98462, 2.06321], [-3.75901, 3.10573, 0.55160], [-1.67918, 2.00576, -0.15873], [-0.90106, -4.38395, 2.18363], [0.98463, -5.87892, 1.66147], [2.83725, -5.10767, 0.20503], [2.87321, -2.87805, -0.71252], [1.53929, -0.61433, 3.13755], [2.46738, 0.05651, 1.35031], [2.32431, 2.12270, 1.83975], [0.54572, -0.17728, 3.20226], [2.15240, -0.29358, 3.97689], [1.49973, -1.70018, 3.11376], [3.06887, 2.29445, 2.61513], [1.32943, 2.35925, 2.20619], [2.58286, 2.72037, 0.96902], [2.76383, 0.80146, -2.55768], [2.35813, -0.46836, -1.99809], [3.41171, 0.62837, -3.32498], [3.29493, 1.30007, -1.84971], [3.16306, -0.98956, -1.64521], [2.03091, -1.01680, -2.79351], [-1.59608, -0.77173, -3.75862], [-1.77176, 0.86891, -4.30977], [-1.10258, 1.68327, -3.50353], [-0.99607, 3.10549, -3.54480], [-0.28438, 3.69638, -2.54225], [0.33269, 2.92861, -1.51026], [0.28395, 1.61854, -1.45888], [-0.43576, 1.02230, -2.44600], [-0.55402, -0.29847, -2.37275], [-1.47273, 3.67416, -4.33288], [-0.17358, 4.77122, -2.50508], [0.87576, 3.44041, -0.72481]],
  "atomic_forces_ev_per_a": [[0.0, -2.1, 0.7], [0.2, 0.1, -0.1], [0.4, 0.0, -0.2], [-0.2, 0.2, 0.0], [0.1, 0.0, 0.0], [-0.2, 0.0, 0.1], [0.2, -0.2, 0.0], [-0.5, 0.3, 0.2], [0.5, -0.5, -0.1], [-0.6, 0.6, 0.0], [0.2, -0.5, 0.2], [-0.2, 0.4, -0.1], [0.1, 0.1, -0.1], [0.2, 0.2, -0.2], [0.3, -0.6, 0.0], [-0.3, 1.6, -0.8], [0.0, 0.0, 0.0], [0.0, 0.0, 0.0], [0.0, 0.0, 0.0], [0.0, 0.0, 0.0], [0.0, 0.0, 0.0], [0.0, 0.0, 0.0], [0.0, 0.0, 0.0], [0.0, 0.0, 0.0], [0.0, 0.0, -0.1], [-0.1, 0.4, 0.3], [0.1, 0.0, 0.0], [0.0, 0.0, 0.0], [0.1, 0.1, -0.1], [0.0, 0.0, 0.0], [0.0, 0.0, 0.0], [0.0, 0.0, 0.0], [0.0, 0.0, 0.0], [0.1, 0.0, -0.1], [0.1, -0.2, 0.1], [0.0, 0.0, 0.0], [-0.1, 0.0, 0.0], [0.0, 0.1, 0.0], [-0.1, 0.0, 0.0], [-0.1, -0.2, -0.1], [0.1, 0.1, 0.0], [-0.1, 0.0, 0.0], [0.0, 0.0, 0.0], [0.0, 0.0, 0.0], [0.1, 0.0, -0.1], [-0.1, 0.1, 0.1], [-0.1, 0.0, -0.1], [0.1, 0.5, 0.3], [0.0, 0.0, 0.0], [0.0, 0.0, 0.0], [0.0, 0.0, 0.0]],
  "lowdin_charge": [1.18, 1.25, -0.41, -0.04, 0.00, -0.02, 0.00, -0.26, -0.05, -0.54, -0.22, 0.01, 0.05, 0.01, -0.10, -0.33, 0.13, 0.13, 0.13, 0.08, 0.13, 0.14, 0.14, 0.10, -0.33, 1.42, -0.35, 0.03, 0.04, 0.02, 0.03, 0.03, 0.00, 0.02, -0.18, 0.11, 0.09, 0.08, 0.11, 1.33, -0.16, -0.33, 0.08, 0.02, -0.06, -0.05, -0.51, -0.35, 0.15, 0.13, 0.13],
  "spin_multiplicity": 1,
  "lumo_ev": [-12.3, -12.3],
  "energy_ev": -115935.1018,
  "homo_ha": [-0.6312, -0.6322],
  "charge": 3
}

***

{
  "formula": "C10H11BrCl5Cs2F3N2O5S",
  "method": "ωB97M-V/def2-TZVPD",
  "elements": ["O", "C", "F", "N", "C", "O", "F", "S", "O", "C", "C", "C", "C", "C", "N", "H", "H", "H", "H", "H", "C", "C", "O", "O", "H", "H", "H", "H", "H", "H", "Br", "F", "C", "Cl", "Cl", "Cl", "Cl", "Cs", "Cl", "Cs"],
  "coordinates": [[1.47745, -2.62063, 0.67651], [2.10206, -2.25010, -0.23646], [3.23013, -2.86146, -0.48721], [1.76944, -1.16398, -1.14576], [0.36803, -0.71260, -1.05118], [-0.16774, -0.30989, -0.08332], [-0.37079, -0.72983, -2.23248], [2.92728, 0.18026, -1.04102], [4.46925, -0.40695, -0.85610], [2.65801, 1.01646, 0.67409], [2.33086, 2.31035, 0.86755], [2.11726, 2.73591, 2.17525], [2.24430, 1.78408, 3.15783], [2.62259, 0.50676, 2.83094], [2.85235, 0.06921, 1.58371], [5.03548, 0.36819, -0.68127], [2.23707, 3.00139, 0.05829], [1.83025, 3.74325, 2.42981], [2.05256, 2.01908, 4.19495], [2.72395, -0.21345, 3.68609], [-4.26399, -0.76692, -4.26682], [-3.37906, -1.43547, -5.29711], [-2.50992, -0.46406, -5.89448], [-5.01943, 0.27242, -4.86516], [-4.95818, -1.48132, -3.82506], [-3.64799, -0.32673, -3.46851], [-3.98114, -1.84994, -6.10327], [-2.78233, -2.23576, -4.84786], [-1.86797, -0.19710, -5.22902], [-4.43666, 0.69784, -5.50723], [1.19905, 1.75736, -1.84060], [2.20344, 0.03059, 5.16777], [-1.83336, 0.66183, 6.11449], [-0.91139, 1.39652, 4.79006], [-3.27935, -0.09847, 5.45753], [-0.83872, -0.53890, 6.91934], [-2.28170, 1.93554, 7.28157], [2.12955, 0.78026, -3.82953], [-3.22470, -2.48143, 3.89426], [-0.82594, -2.12228, 0.82941]],
  "atomic_forces_ev_per_a": [[1.7, -0.7, 0.4], [1.0, -0.1, 0.2], [0.4, 0.8, -1.3], [0.0, -1.3, 0.6], [0.6, 2.8, -1.7], [2.7, 5.2, -3.3], [1.9, -1.0, 1.4], [1.9, 2.7, 0.7], [-1.0, -1.3, 0.4], [0.6, -2.8, -0.4], [-0.2, 1.7, -0.6], [0.2, -0.7, 0.3], [-0.4, 1.6, 0.3], [1.0, -2.9, 0.4], [-0.5, 1.1, -0.5], [-0.2, -0.1, 0.3], [0.0, 0.2, -0.1], [0.0, 0.2, -0.3], [0.1, -0.4, 0.1], [-0.3, 0.6, 0.1], [0.0, 0.4, -0.2], [0.2, 0.1, 0.2], [0.0, -0.1, -0.1], [0.0, -0.2, -0.1], [0.0, 0.0, 0.0], [0.1, -0.2, 0.1], [0.0, 0.0, 0.0], [-0.1, -0.1, 0.0], [-0.1, 0.0, 0.0], [-0.1, 0.0, 0.0], [-5.8, 5.7, 7.4], [0.0, -0.2, 0.4], [-0.5, -0.2, 0.0], [0.1, 0.1, -0.1], [0.4, 0.8, 0.5], [0.0, 0.1, 0.0], [0.1, 0.1, 0.0], [4.0, -4.2, -10.1], [0.3, -0.8, -1.3], [-8.3, -7.0, 6.3]],
  "lowdin_charge": [-0.13, -0.58, 0.21, -0.11, -0.78, -0.35, 0.04, 0.81, -0.28, -0.44, -0.14, -0.01, -0.03, -0.08, 0.09, 0.10, 0.04, 0.12, 0.10, 0.08, -0.25, -0.23, -0.07, -0.06, 0.13, 0.11, 0.13, 0.12, 0.07, 0.08, 0.05, -0.64, -2.04, 0.50, 0.41, 0.54, 0.47, 1.04, -0.66, 1.64],
  "spin_multiplicity": 1,
  "lumo_ev": -3.7,
  "energy_ev": -176490.7503,
  "homo_ha": -0.2278
}

***

{
  "formula": "C5H11NO",
  "method": "ωB97M-V/def2-TZVPD",
  "elements": ["C", "N", "C", "O", "C", "C", "C", "H", "H", "H", "H", "H", "H", "H", "H", "H", "H", "H"],
  "coordinates": [[-1.91836, 1.23460, 1.69728], [-1.59582, 0.35702, 0.58763], [-0.27682, 0.16670, 0.33128], [0.53497, 0.65067, 1.10962], [0.26945, -0.42224, -0.93663], [1.76666, 0.51386, -0.86267], [0.78389, -1.86222, -0.90465], [-2.01231, 0.70114, 2.64894], [-2.83818, 1.77936, 1.48228], [-1.09213, 1.94138, 1.80434], [-2.31897, -0.17861, 0.14058], [-0.52470, -0.39310, -1.74819], [2.37665, 0.62661, 0.07734], [1.59943, 1.55402, -1.16029], [2.39567, -0.04378, -1.53202], [1.44426, -1.99249, -1.77176], [1.38512, -1.95657, -0.00248], [0.05581, -2.68405, -0.93992]],
  "atomic_forces_ev_per_a": [[-0.2, 0.1, 0.1], [0.0, -0.1, -0.1], [0.3, 0.3, 0.9], [-0.8, -0.1, 1.2], [1.4, 0.7, 0.5], [-0.8, -0.7, -1.3], [0.2, -0.1, 0.3], [0.0, 0.0, -0.1], [0.0, -0.1, 0.0], [-0.3, -0.1, 0.0], [0.1, 0.1, -0.2], [1.5, 0.9, 0.4], [-1.5, -0.9, -0.7], [-0.1, -0.4, -0.4], [0.4, 0.3, -0.9], [-0.1, -0.1, 0.2], [0.1, -0.3, 0.0], [-0.1, 0.5, 0.1]],
  "nbo_charge": [-0.42, -0.61, 0.65, -0.65, -0.30, -0.57, -0.61, 0.19, 0.19, 0.24, 0.39, 0.22, 0.25, 0.21, 0.18, 0.21, 0.22, 0.21],
  "relative_energy_kcal_mol": 46.81,
  "spin_multiplicity": 1,
  "lumo_ev": 0.9,
  "energy_ev": -8899.6676,
  "homo_ha": -0.3362
}